[1]
{
  "formula": "C19H20N2O3S",
  "method": "ωB97M-V with the def2-TZVPD basis set",
  "homo_ha": -0.3132,
  "gap_ev": 9.14,
  "lumo_ev": 0.619,
  "spin_multiplicity": 1,
  "total_charge": 0,
  "elements": ["C", "H", "O", "O", "H", "C", "C", "H", "H", "H", "H", "C", "C", "C", "H", "H", "C", "C", "H", "H", "H", "C", "N", "C", "H", "H", "C", "C", "S", "N", "C", "C", "C", "H", "C", "H", "C", "H", "O", "C", "H", "C", "H", "H", "H"],
  "positions_angstrom": [[-6.3934, -0.4028, -0.3277], [6.2864, -3.7159, 0.8339], [6.5214, -2.4130, -0.7653], [1.4942, 1.2975, 1.2372], [-2.7782, 1.2950, -1.6359], [7.0642, -3.2883, 0.1929], [5.6631, -0.9584, 0.9974], [-6.3969, 0.4669, 0.3299], [-5.2860, -2.2397, -0.5706], [-5.2302, -1.5518, 1.0719], [-8.9868, 0.5569, -1.2101], [4.4556, 1.0190, 0.3274], [-0.7468, 1.8726, -1.4444], [5.8544, -1.3073, -0.3340], [-3.6536, -0.6109, -1.2290], [-0.7007, 2.3874, -2.3900], [-1.8965, 1.2439, -1.0129], [-3.2134, -0.0795, 0.7018], [7.8146, -2.7892, 0.8148], [7.5411, -4.0863, -0.3739], [-6.3516, -0.0760, -1.3696], [4.9639, 0.1951, 1.3161], [1.6311, 2.3330, -0.7388], [3.6659, 2.2624, 0.6683], [3.7640, 2.4936, 1.7293], [4.8200, 0.4496, 2.3563], [-9.1023, 0.0952, -0.2333], [-5.2154, -1.3132, 0.0057], [-7.9608, -1.3078, -0.0833], [-3.9571, -0.6640, -0.2707], [0.2821, 1.1719, 0.6400], [0.3603, 1.8245, -0.6091], [5.3334, -0.4822, -1.3337], [6.0483, -1.5725, 1.7960], [4.6423, 0.6624, -1.0046], [4.2338, 1.2911, -1.7816], [-0.8693, 0.5559, 1.0797], [5.4859, -0.7666, -2.3627], [-3.5217, -0.1192, 1.8755], [-1.9635, 0.5844, 0.2222], [-10.1052, -0.3038, -0.1271], [2.2400, 2.0025, 0.3488], [-0.9402, 0.0691, 2.0386], [4.0044, 3.1061, 0.0670], [-8.9010, 0.8123, 0.5577]],
  "forces_ev_per_angstrom": [[-0.4, -0.2, 0.0], [0.0, 0.0, 0.0], [-0.2, 0.3, -0.2], [0.2, -0.1, 0.4], [-0.1, 0.0, 0.0], [0.1, -0.1, 0.2], [0.2, -0.3, -0.1], [0.1, 0.0, 0.0], [0.1, 0.0, 0.1], [0.0, -0.1, -0.2], [-0.1, 0.1, 0.0], [0.1, 0.0, 0.2], [0.3, 0.0, 0.1], [-0.1, 0.1, 0.0], [0.1, 0.0, 0.1], [0.0, 0.1, -0.1], [-0.1, -0.1, 0.1], [0.1, 0.0, -0.3], [0.0, 0.0, 0.0], [0.0, 0.0, 0.1], [0.1, 0.1, 0.0], [-0.1, 0.2, -0.2], [0.7, 0.4, -0.1], [-0.1, -0.3, 0.1], [0.0, 0.1, 0.0], [0.0, 0.0, 0.1], [0.4, -0.3, 0.0], [-0.3, 0.1, 0.2], [0.1, 0.2, 0.0], [-0.1, -0.1, -0.3], [-0.7, 0.3, -1.1], [-0.4, -0.6, 0.9], [0.1, -0.2, 0.0], [0.0, -0.1, 0.0], [0.1, -0.1, 0.1], [0.0, 0.1, -0.1], [0.2, 0.0, 0.2], [0.0, 0.0, -0.1], [0.0, 0.0, 0.3], [0.2, 0.2, 0.0], [-0.1, 0.0, 0.0], [-0.2, 0.5, -0.5], [-0.1, -0.1, 0.1], [-0.1, 0.0, 0.1], [-0.1, 0.1, 0.0]],
  "mulliken_charge": [-0.428, 0.339, -0.448, -0.376, 0.458, -0.838, -0.285, 0.328, 0.418, 0.359, 0.260, 0.207, -1.016, 0.901, 0.239, 0.442, -0.588, 0.353, 0.336, 0.239, 0.327, -0.871, -0.722, -1.238, 0.437, 0.307, -0.808, -0.990, -0.095, -0.127, 0.738, 0.804, -0.641, 0.379, -0.292, 0.426, -1.373, 0.422, -0.647, 0.762, 0.327, 0.898, 0.471, 0.345, 0.263]
}



[2]
{
  "formula": "C9H10",
  "method": "ωB97M-V with the def2-TZVPD basis set",
  "homo_ha": [-0.2849, -0.2850],
  "gap_ev": [7.03, 7.03],
  "lumo_ev": [-0.725, -0.726],
  "spin_multiplicity": 1,
  "total_charge": 0,
  "elements": ["H", "H", "C", "H", "C", "H", "C", "H", "H", "H", "C", "C", "C", "C", "C", "C", "H", "H", "H"],
  "positions_angstrom": [[-0.2289, -2.7164, -0.3807], [-3.3936, 1.1480, 0.3143], [-2.9057, 0.1795, 0.1891], [2.8502, 1.7378, 0.0554], [1.5607, 0.2699, -0.4339], [3.6896, 0.1955, -0.0696], [-0.7017, 1.3457, -0.6962], [-3.4146, -0.2344, -0.7207], [2.6040, 0.5074, 1.3790], [-2.9621, -0.5668, 0.9791], [-1.4132, 0.3018, -0.0731], [-0.0639, -2.1188, 0.5290], [0.7316, 1.5285, -0.7085], [0.7644, -0.8976, 0.1449], [-0.5253, -0.7019, 0.2974], [2.8442, 0.6509, 0.3130], [1.8679, -0.1354, -1.4682], [-0.0591, -2.6704, 1.4857], [-1.2445, 2.1765, -1.1358]],
  "forces_ev_per_angstrom": [[-0.2, -0.6, 0.8], [0.2, -0.2, 0.6], [0.8, -0.2, -1.5], [0.7, -0.7, 0.7], [0.1, -0.9, -0.8], [1.7, -1.2, -0.2], [0.1, 0.4, 0.0], [0.6, 0.1, 0.6], [0.8, 0.1, -0.3], [-0.7, 0.4, 0.2], [0.5, 1.2, -0.9], [-0.2, -0.2, -1.5], [-0.9, -1.8, -0.3], [-0.8, 2.1, 0.4], [0.5, -2.1, 1.1], [-2.6, 2.2, 0.4], [-0.5, 0.8, 0.9], [0.3, 0.6, -0.4], [-0.3, 0.0, 0.2]],
  "mulliken_charge": [0.188, 0.375, -1.226, 0.383, 0.994, 0.343, -0.360, 0.270, 0.356, 0.353, 0.465, -0.624, -1.073, -0.487, 0.437, -1.255, 0.215, 0.244, 0.402]
}



[3]
{
  "formula": "C4H6O2",
  "method": "ωB97M-V with the def2-TZVPD basis set",
  "homo_ha": -0.3798,
  "gap_ev": 11.37,
  "lumo_ev": 1.036,
  "spin_multiplicity": 1,
  "total_charge": 0,
  "elements": ["H", "H", "H", "H", "O", "C", "H", "C", "C", "C", "O", "H"],
  "positions_angstrom": [[0.6946, -1.6146, -1.6661], [1.6517, 0.5420, -0.8133], [-1.5645, 2.5138, 0.4637], [-0.9603, -1.1160, -1.0625], [-0.1012, 1.4082, -0.2933], [0.6869, 0.2293, -0.4299], [1.5579, -1.4321, 0.7596], [-1.1428, 1.4997, 0.5328], [0.1167, -1.0572, -0.9327], [0.6247, -0.9509, 0.4855], [-1.5970, 0.6484, 1.2469], [-0.1316, -0.9224, 1.2544]],
  "forces_ev_per_angstrom": [[-0.1, 0.2, 0.1], [-0.1, -0.1, 0.1], [0.1, -0.1, 0.0], [0.2, 0.0, 0.1], [0.0, 0.0, 0.0], [0.1, -0.1, -0.1], [-0.1, 0.1, -0.1], [-0.2, 0.0, 0.1], [-0.1, -0.1, -0.2], [0.0, 0.0, 0.2], [0.0, 0.2, -0.2], [0.2, -0.1, -0.1]],
  "mulliken_charge": [0.255, 0.353, 0.362, 0.231, -0.327, 0.004, 0.241, 0.162, -0.517, -0.507, -0.503, 0.247]
}



[4]
{
  "formula": "C20H32O5",
  "method": "ωB97M-V with the def2-TZVPD basis set",
  "homo_ha": -0.3046,
  "gap_ev": 9.10,
  "lumo_ev": 0.815,
  "spin_multiplicity": 1,
  "total_charge": 0,
  "elements": ["H", "H", "C", "H", "C", "C", "H", "H", "C", "H", "O", "C", "C", "O", "H", "C", "H", "C", "H", "H", "O", "H", "H", "C", "C", "C", "C", "O", "H", "H", "H", "H", "C", "H", "C", "H", "H", "H", "C", "H", "C", "C", "C", "H", "C", "H", "H", "H", "H", "C", "H", "O", "H", "H", "H", "H", "H"],
  "positions_angstrom": [[-3.1881, 0.3294, 0.9453], [-2.8016, 2.6888, 1.3488], [-3.0119, 1.1592, -1.0728], [3.8518, -4.5247, 2.9740], [-0.9697, -1.0685, 1.1483], [-0.8891, 3.9692, -0.5849], [-3.6205, -0.6820, -2.0102], [3.6499, -2.3790, 5.1318], [-0.6280, 4.6910, -1.8716], [-2.5000, 0.2784, -2.9778], [-0.1858, 1.3071, -3.8593], [-1.9891, 2.1736, 0.8290], [3.4089, -4.1137, 3.8846], [-0.4206, -0.8650, -2.1684], [-0.3772, 0.5104, -0.1281], [-0.2652, -2.1815, 1.0305], [6.1034, -2.1340, 4.8138], [-1.6636, 2.9002, -0.4538], [-4.0807, 1.4124, -1.0485], [0.1331, -2.4795, 0.0685], [0.9179, 1.5385, -1.9420], [1.4432, -4.9136, 3.5482], [-0.5133, -2.8281, 3.0576], [0.8523, 3.3857, -3.4944], [-1.2628, -0.1235, 0.0212], [4.1302, -2.8193, 4.2549], [1.5569, -3.0716, 2.4701], [-2.2952, 2.3031, -1.5131], [-0.4076, 4.3597, 0.2982], [5.7140, -3.7560, 5.3889], [-1.3533, -0.7759, 2.1170], [1.4696, -3.4838, 4.5775], [-2.4464, 0.8143, 0.3102], [-1.8517, -1.8590, -1.1650], [0.5311, 2.0022, -2.9926], [3.5663, -4.8424, 4.6837], [-1.3583, 4.3699, -2.6148], [0.2261, -0.2037, -1.8468], [-1.5555, -0.8164, -1.3282], [1.1865, 5.3847, -2.8314], [0.0493, -3.1165, 2.1640], [0.7979, 4.4577, -2.4060], [-2.7371, -0.0471, -1.9660], [-1.1333, 2.1135, 1.4982], [5.6038, -3.0651, 4.5557], [4.0479, -2.1037, 3.4351], [1.4512, 4.1623, -1.5834], [-0.3811, 0.4028, -3.5044], [0.0805, -4.7323, 1.0844], [1.9053, -3.9328, 3.6822], [-0.7690, 5.7607, -1.6966], [-0.3824, -4.4311, 1.8754], [1.8399, -2.0324, 2.6407], [0.1683, 3.6211, -4.3102], [6.1034, -3.4934, 3.6893], [2.1043, -3.4331, 1.5946], [1.8666, 3.3372, -3.9027]],
  "forces_ev_per_angstrom": [[0.0, 0.0, 0.0], [0.0, 0.0, 0.0], [-0.7, -0.6, 0.1], [0.0, -0.1, 0.0], [0.1, 0.1, -0.1], [-0.2, 0.0, -0.3], [-0.1, 0.0, 0.0], [-0.1, 0.1, 0.0], [0.1, -0.1, 0.1], [-0.1, -0.1, 0.0], [-0.4, -0.4, -0.5], [-0.3, 0.0, -0.1], [-0.2, 0.3, 0.2], [0.6, 0.1, -0.2], [-0.1, 0.0, 0.0], [-0.2, -0.2, 0.4], [0.1, 0.0, 0.0], [0.2, 0.3, 0.4], [0.1, 0.0, 0.0], [0.1, 0.0, -0.3], [0.2, 0.0, 0.3], [0.0, 0.0, 0.1], [0.1, 0.1, -0.1], [0.0, 0.1, 0.2], [-0.1, -0.1, -0.1], [0.2, -0.3, -0.1], [-0.5, -0.2, 0.4], [0.4, 0.2, -0.1], [0.0, -0.1, 0.2], [0.1, -0.1, 0.1], [0.0, 0.0, 0.3], [-0.1, 0.0, 0.1], [0.1, 0.1, -0.2], [0.0, 0.2, 0.1], [0.1, 0.1, -0.1], [0.1, -0.1, 0.0], [-0.1, 0.1, -0.1], [-0.1, -0.1, 0.0], [-0.6, -0.1, 0.1], [0.1, 0.0, 0.0], [0.5, 0.5, -0.1], [-0.1, -0.1, -0.1], [0.2, 0.2, 0.2], [0.0, 0.0, 0.0], [-0.2, 0.2, 0.0], [-0.1, 0.1, 0.0], [0.1, 0.1, 0.0], [0.2, 0.3, 0.1], [0.0, 0.0, 0.0], [0.2, -0.1, -0.3], [-0.1, 0.0, -0.1], [-0.1, -0.4, -0.1], [0.1, 0.0, -0.1], [0.1, 0.0, 0.0], [0.1, -0.1, -0.1], [0.0, 0.0, -0.1], [-0.1, -0.1, -0.1]],
  "mulliken_charge": [0.729, 0.394, -0.013, 0.315, -1.125, -0.573, 0.430, 0.291, -0.808, 0.357, -0.584, -1.223, -0.655, -0.859, 0.292, -0.807, 0.374, 0.620, 0.422, 0.448, -0.709, 0.320, 0.461, -0.752, 1.159, -0.180, -0.651, -0.440, 0.405, 0.338, 0.357, 0.258, -0.546, 0.577, 0.792, 0.365, 0.362, 0.481, 0.091, 0.384, -0.250, -0.620, -1.562, 0.368, -1.363, 0.249, 0.354, 0.490, 0.396, -0.627, 0.436, -0.610, 0.353, 0.335, 0.338, 0.308, 0.305]
}



Asked for energy relative to the best compared isomer or geometry (same formula, charge and spin) across the records above, the calculation gives 22.0, 126.2, 33.4, 4.5 kcal per mole in order.